# 1
Molecular formula: C3H9NOS
Method: DFT, ωB97M-V/def2-TZVPD

XYZ file:
```
15
C3H9NOS | OMol25 | ωB97M-V/def2-TZVPD
C 2.50 0.25 -0.50
C -1.86 -1.11 0.81
C 1.50 0.83 0.09
N -1.15 0.84 -0.69
O -4.54 -0.35 -0.66
S -2.28 0.63 0.34
H -4.56 -0.89 0.09
H 2.97 0.85 -1.27
H 2.76 -0.81 -0.53
H -2.12 -1.28 1.79
H -2.32 -1.78 0.00
H -0.82 -1.14 0.56
H 1.12 1.83 0.21
H 1.00 0.25 0.76
H -1.06 1.79 -1.06
```

Properties
Energy relative to the best compared isomer or geometry (same formula, charge and spin), kcal per mole: 143.54
Kohn-Sham gap (spin up / spin down), eV: 6.97 / 6.97
Highest occupied orbital energy (spin up / spin down), Ha: -0.322 / -0.321
Multiplicity: 1
F_max, eV/Å: 4.092

# 2
Molecular formula: C4H2FeLiO2
Method: DFT, ωB97M-V/def2-TZVPD

XYZ file:
```
10
C4H2FeLiO2 | OMol25 | ωB97M-V/def2-TZVPD
H -0.57 -2.31 -2.43
O 0.75 -0.78 -2.16
C -0.16 -1.52 -1.78
C -0.74 -1.31 -0.48
C -1.01 -0.89 0.65
Li 0.97 0.47 -0.56
O 0.19 1.56 2.16
C 0.55 1.90 1.00
Fe -0.77 -0.13 2.62
H 0.78 3.00 0.98
```

Properties
Energy relative to the best compared isomer or geometry (same formula, charge and spin), kcal per mole: 0.00
Kohn-Sham gap (spin up / spin down), eV: 5.51 / 7.87
Highest occupied orbital energy (spin up / spin down), Ha: -0.224 / -0.310
Multiplicity: 6
F_max, eV/Å: 1.191
⟨S²⟩: 8.759

# 3
Molecular formula: C33H42CdN8O2S2Te
Method: DFT, ωB97M-V/def2-TZVPD

XYZ file:
```
89
C33H42CdN8O2S2Te | OMol25 | ωB97M-V/def2-TZVPD
Cd -0.60 -0.85 -0.12
C 0.98 -2.81 2.39
C 1.01 -3.94 1.35
N 0.39 -3.46 0.12
C -0.21 -4.47 -0.72
C -1.45 -5.08 -0.08
S -2.51 -3.85 0.77
C -2.06 -4.09 2.53
C -1.35 -2.93 3.24
N -0.34 -2.21 2.48
H 1.36 -3.18 3.35
H 1.66 -2.02 2.03
H 2.05 -4.25 1.20
H 0.46 -4.80 1.73
H 1.09 -2.93 -0.39
H -0.50 -3.97 -1.65
H 0.49 -5.29 -0.97
H -2.08 -5.54 -0.83
H -1.19 -5.85 0.65
H -3.00 -4.25 3.05
H -1.48 -5.00 2.58
H -2.11 -2.20 3.52
H -0.93 -3.36 4.17
H -0.24 -1.29 2.91
C 0.97 3.51 6.25
O 1.34 4.63 5.49
C 2.25 4.45 4.48
C 2.84 3.23 4.17
C 3.70 3.13 3.10
C 4.03 4.26 2.34
C 3.49 5.49 2.71
C 2.60 5.58 3.75
N 4.98 4.22 1.33
N 5.07 3.32 0.48
C 4.15 2.32 0.26
C 4.67 1.06 -0.01
C 3.88 -0.06 -0.13
C 2.48 0.02 -0.04
O 1.73 -1.01 -0.09
C 1.90 1.34 0.10
N 0.56 1.42 0.04
C -0.02 2.60 0.12
C 0.71 3.79 0.20
C 2.08 3.74 0.23
C 2.73 2.49 0.24
H 0.26 3.87 6.99
H 1.83 3.07 6.76
H 0.49 2.74 5.63
H 2.61 2.34 4.74
H 4.15 2.17 2.87
H 3.76 6.37 2.13
H 2.14 6.53 4.01
H 5.75 0.96 -0.03
H 4.32 -1.03 -0.28
H -1.10 2.62 0.07
H 0.19 4.74 0.20
H 2.65 4.65 0.23
C -3.73 -2.11 -4.94
C -4.00 -1.29 -3.68
N -2.82 -1.29 -2.86
C -1.56 -1.40 -3.35
N -0.58 -1.48 -2.50
C 0.76 -1.58 -3.06
C 0.88 -0.65 -4.27
C -0.11 -1.13 -5.32
N -1.39 -1.44 -4.71
C -2.51 -1.51 -5.63
H -4.59 -2.08 -5.61
H -3.53 -3.14 -4.66
H -4.83 -1.72 -3.11
H -4.27 -0.26 -3.96
H -2.92 -1.42 -1.86
H 0.96 -2.61 -3.38
H 1.47 -1.31 -2.29
H 1.89 -0.64 -4.67
H 0.61 0.36 -3.95
H 0.28 -2.03 -5.82
H -0.26 -0.36 -6.09
H -2.21 -2.13 -6.48
H -2.75 -0.51 -6.01
Te -2.81 -0.24 1.31
C -3.65 1.43 0.34
C -3.68 1.76 -0.98
C -4.43 2.93 -1.25
C -4.97 3.47 -0.14
S -4.56 2.57 1.27
H -3.17 1.17 -1.73
H -4.55 3.33 -2.24
H -5.58 4.35 -0.04
```

Properties
Energy relative to the best compared isomer or geometry (same formula, charge and spin), kcal per mole: 12.98
Kohn-Sham gap, eV: 7.00
Highest occupied orbital energy, Ha: -0.246
Multiplicity: 1
F_max, eV/Å: 1.548